Record 1
Entry from OMol25: one molecule with the formula C4H8O in a non-equilibrium geometry (ωB97M-V with the def2-TZVPD basis set).

```
! wB97M-V def2-TZVPD RIJCOSX def2/J DEFGRID3
* xyz 0 1
C -1.07 0.42 1.81
C -0.55 -0.34 0.64
C -0.08 0.22 -0.47
C 0.78 -0.55 -1.41
O 1.56 0.34 -2.19
H -0.37 0.99 2.43
H -1.65 -0.14 2.53
H -1.79 1.21 1.54
H -0.48 -1.42 0.84
H -0.54 1.18 -0.70
H 1.49 -1.19 -0.89
H 0.19 -1.13 -2.12
H 2.50 0.42 -2.02
*
```

Output
- highest occupied orbital energy (eV) = -9.122
- orbital gap (eV) = 10.139
- SMILES = C/C=C/CO
- LUMO level (eV) = 1.02
- relative energy (zero: lowest compared OMol25 entry of this formula, charge and spin) (kJ/mol) = 150.73

---

Record 2
Entry from OMol25: a 2-piece molecular cluster, C4H8O overall in a non-equilibrium geometry (ωB97M-V with the def2-TZVPD basis set).

```
! wB97M-V def2-TZVPD RIJCOSX def2/J DEFGRID3
* xyz 0 1
C 0.09 -0.79 1.94
C 0.73 -1.23 0.65
O 0.54 -2.31 0.17
H -0.96 -1.10 1.90
H 0.50 -1.29 2.81
H 0.14 0.28 2.13
H 1.41 -0.52 0.16
C -0.43 0.68 -2.07
C -0.33 1.61 -1.11
H -1.10 -0.16 -1.98
H 0.11 0.84 -2.99
H -1.03 1.55 -0.29
H 0.32 2.44 -1.32
*
```

Output
- highest occupied orbital energy (eV) = -9.768
- orbital gap (eV) = 10.850
- SMILES = CC=O.C=C
- LUMO level (eV) = 1.08
- relative energy (zero: lowest compared OMol25 entry of this formula, charge and spin) (kJ/mol) = 147.24